Entry from the OMol25 dataset: a structure of composition C20H19N5Os (ωB97M-V with the def2-TZVPD basis set).

Each line ends with the Löwdin charge.
Cartesian coordinates (Å):
Os 0.00027 -0.20618 0.02301  1.73
C 3.02979 -2.03843 0.19470  0.01
C 3.16459 -0.56610 0.05096  -0.20
C 4.48555 -0.03811 -0.03355  0.10
C 4.72516 1.30411 -0.10987  0.08
C 3.61973 2.15928 -0.09824  0.11
C 2.33724 1.62996 -0.03724  -0.17
N 2.09418 0.25797 0.02233  -0.01
C 1.18658 2.47400 -0.01301  -0.13
C 1.20105 3.89237 -0.00316  0.14
C 0.00491 4.59067 0.03160  0.08
C -1.19050 3.89184 0.04998  0.14
C -1.17754 2.47253 0.03599  -0.13
N 0.00503 1.81419 0.01382  -0.06
C -2.33178 1.63165 0.02055  -0.16
C -3.61272 2.16712 0.03635  0.11
C -4.72088 1.31787 0.00809  0.08
C -4.48465 -0.02699 -0.04792  0.10
C -3.16454 -0.56148 -0.07307  -0.21
C -3.03049 -2.03969 -0.16215  0.01
N -2.09371 0.25739 -0.02484  -0.01
H 4.01119 -2.49267 0.29798  0.12
H 2.55506 -2.47543 -0.68523  0.10
H 2.44863 -2.28642 1.08265  0.09
H 5.30891 -0.74132 -0.02408  0.16
H 5.73414 1.69522 -0.16438  0.16
H 3.77364 3.22758 -0.13712  0.14
H 2.13396 4.43791 -0.01778  0.15
H 0.00483 5.67448 0.04075  0.16
H -2.12364 4.43680 0.06924  0.15
H -3.76279 3.23605 0.07041  0.14
H -5.72925 1.71389 0.02162  0.16
H -5.31069 -0.72616 -0.08443  0.16
H -4.00576 -2.49114 -0.32104  0.12
H -2.63404 -2.44020 0.77330  0.10
H -2.38477 -2.33490 -0.98855  0.09
N -0.02165 -4.32288 0.68184  0.16
C 0.02367 -4.32488 -0.70424  0.02
C 0.02997 -3.03255 -1.08205  -0.12
N -0.00743 -2.23636 0.08016  -0.23
C -0.05552 -3.08370 1.12992  -0.14
H -0.03511 -5.15306 1.26986  0.21
H 0.04573 -5.23329 -1.28632  0.16
H 0.05325 -2.62338 -2.07972  0.14
H -0.09962 -2.80757 2.17289  0.17

Summary:
Multiplicity ... 5
E_LUMO (spin up / spin down) ... -14.13 / -17.13 eV
Net charge ... +4
Gap between HOMO and LUMO (spin up / spin down) ... 7.883 / 4.918 eV
HOMO energy (spin up / spin down) ... -22.02 / -22.05 eV
Expectation value of S² ... 6.09

Entry from the OMol25 dataset: a cluster of 9 separate species, C29H74N8O9 in total (ωB97M-V with the def2-TZVPD basis set).

Each line ends with the Löwdin charge.
Cartesian coordinates (Å):
C -11.96042 -23.73115 1.10009  -0.03
C -13.34107 -23.20758 0.64173  -0.50
C -13.08826 -22.06545 -0.35036  -0.04
C -14.09970 -24.29023 -0.14755  -0.12
C -14.68045 -25.30482 0.83540  -0.17
C -15.58645 -24.60988 1.85730  -0.13
C -14.80088 -23.59814 2.67531  -0.51
C -15.75276 -22.80782 3.57709  -0.02
C -13.81226 -24.27421 3.65477  -0.02
N -14.17012 -22.68081 1.73142  -0.10
O -13.56018 -21.58081 2.36748  -0.01
H -11.20843 -23.52260 0.33976  0.08
H -11.67102 -23.17543 1.99586  0.08
H -11.93633 -24.78327 1.37909  0.07
H -12.56638 -21.22769 0.11248  0.08
H -12.51678 -22.43470 -1.20176  0.09
H -14.04521 -21.67773 -0.71457  0.07
H -14.91147 -23.83389 -0.71569  0.10
H -13.35648 -24.78105 -0.77603  0.13
H -15.16058 -26.16835 0.36705  0.11
H -13.87660 -25.73801 1.43970  0.10
H -16.09133 -25.35381 2.47138  0.13
H -16.34185 -24.02911 1.33222  0.07
H -15.18477 -22.20508 4.28182  0.09
H -16.44727 -23.44926 4.12137  0.08
H -16.39447 -22.15935 2.98147  0.05
H -13.05056 -24.89121 3.18556  0.06
H -14.37211 -24.94728 4.31452  0.09
H -13.35149 -23.52835 4.30087  0.09
H -13.91277 -20.82740 1.87012  0.07
C -15.60634 -16.46992 -7.86448  -0.04
C -15.18995 -17.76264 -7.13812  -0.53
C -16.07088 -18.89183 -7.67901  -0.03
C -13.70832 -17.96567 -7.50242  -0.13
C -13.04200 -19.01804 -6.61554  -0.18
C -13.23559 -18.66360 -5.15722  -0.15
C -14.67943 -18.46891 -4.76487  -0.50
C -15.41968 -19.81030 -4.64988  -0.03
C -14.74088 -17.83801 -3.35092  -0.02
N -15.31442 -17.54563 -5.70285  -0.09
O -16.65864 -17.24985 -5.33576  -0.04
H -16.67232 -16.28706 -7.71249  0.08
H -14.99988 -15.61943 -7.55596  0.09
H -15.46164 -16.59084 -8.94029  0.09
H -16.06603 -18.90061 -8.76961  0.08
H -15.76187 -19.87878 -7.33324  0.07
H -17.09196 -18.72654 -7.33120  0.08
H -13.69795 -18.32173 -8.53360  0.12
H -13.18002 -17.01748 -7.40251  0.12
H -13.36939 -20.00894 -6.94455  0.11
H -11.96588 -19.04016 -6.82740  0.11
H -12.63281 -17.78460 -4.91317  0.13
H -12.81149 -19.44802 -4.51932  0.13
H -16.50232 -19.79817 -4.79870  0.09
H -15.31813 -20.24652 -3.64993  0.06
H -15.01935 -20.57748 -5.32246  0.08
H -15.57530 -18.16852 -2.74109  0.06
H -14.73011 -16.74951 -3.44773  0.10
H -13.80537 -18.06518 -2.82994  0.07
H -16.62334 -16.28570 -5.37367  0.09
N -17.29722 -21.83606 0.50221  0.22
C -17.07987 -21.05141 -0.58626  -0.66
N -16.84436 -21.78211 -1.71807  0.19
O -17.00887 -19.81831 -0.52467  -0.02
H -17.13347 -22.81701 0.39337  0.06
H -17.32528 -21.34223 1.37792  0.06
H -16.51953 -21.36692 -2.56822  0.08
H -17.05781 -22.76682 -1.58060  0.05
N -21.28015 -22.27009 -0.50781  0.17
C -20.64671 -21.20083 0.08394  -0.64
N -19.89253 -20.42191 -0.75377  0.17
O -20.79060 -20.94519 1.27200  0.02
H -21.92950 -22.80205 0.03853  0.10
H -21.00602 -22.51369 -1.44079  0.08
H -19.76821 -20.65080 -1.72459  0.10
H -19.14189 -19.89830 -0.32640  0.07
N -18.39422 -15.26001 -1.48700  0.15
C -18.04171 -15.83671 -2.68670  -0.66
N -18.02556 -17.19671 -2.70472  0.17
O -17.75725 -15.14699 -3.65615  0.02
H -18.27266 -14.26922 -1.41200  0.10
H -18.79007 -15.80830 -0.74776  0.09
H -18.29285 -17.76728 -1.92338  0.08
H -17.78352 -17.62610 -3.58427  0.08
C -17.33079 -19.22477 2.77121  -0.09
C -18.18625 -19.93368 3.78552  -0.29
O -18.76163 -21.07302 3.14130  -0.13
H -16.36733 -19.70187 2.58376  0.06
H -17.03184 -18.19954 3.01713  0.08
H -17.92582 -19.13671 1.86176  0.06
H -18.97949 -19.28960 4.18482  0.11
H -17.66968 -20.30408 4.67269  0.11
H -19.42759 -20.75717 2.51013  0.03
C -19.55407 -24.39943 3.90215  -0.08
C -19.94223 -24.97840 2.56033  -0.29
O -18.93556 -24.69464 1.57381  -0.11
H -20.17084 -24.79914 4.70936  0.08
H -19.62294 -23.31000 3.92007  0.06
H -18.50418 -24.61419 4.10701  0.06
H -20.89370 -24.60046 2.18049  0.11
H -20.01214 -26.06206 2.66472  0.11
H -19.15858 -23.86067 1.14531  0.05
C -19.20165 -25.75030 -2.73643  -0.07
C -18.76014 -24.57764 -1.88233  -0.31
O -17.37336 -24.61889 -1.51706  -0.10
H -20.19994 -25.54134 -3.13566  0.08
H -19.28297 -26.67705 -2.17345  0.08
H -18.55675 -25.86426 -3.60911  0.08
H -19.33762 -24.65633 -0.95168  0.09
H -19.00564 -23.60897 -2.31782  0.10
H -17.31398 -25.12010 -0.69444  0.08
C -12.65025 -17.49483 1.57845  -0.08
C -13.68603 -17.73815 0.50348  -0.30
O -14.48192 -18.84600 0.94214  -0.11
H -12.19091 -16.51026 1.46411  0.07
H -11.86134 -18.24220 1.55372  0.07
H -13.15970 -17.46974 2.54341  0.08
H -13.16725 -18.01942 -0.41939  0.10
H -14.34623 -16.88428 0.33875  0.11
H -15.16929 -19.05594 0.29208  0.05

Summary:
Multiplicity ... 1
E_LUMO ... 0.19 eV
Gap between HOMO and LUMO ... 8.193 eV
HOMO energy ... -8.00 eV

Entry from the OMol25 dataset: the molecule C15H23ClN4O4S (ωB97M-V with the def2-TZVPD basis set).

Each line ends with the Löwdin charge.
Cartesian coordinates (Å):
C 1.20916 -3.13368 -2.28831  -0.07
O 2.22621 -2.51322 -1.51174  -0.18
C 2.62068 -1.20613 -1.92012  -0.48
C 1.61670 -0.14278 -1.43440  -0.42
O 1.63370 0.99828 -1.85769  0.08
N 0.78950 -0.59349 -0.47127  0.10
C -0.20702 0.21561 0.19967  -0.11
C -1.38146 -0.66132 0.61247  -0.28
C -2.39297 0.13227 1.42675  -0.21
O -2.85270 1.19534 0.60555  -0.05
N -0.85171 -1.78413 1.37029  0.10
C -1.58471 -2.86989 1.73121  -0.47
O -2.76191 -2.99347 1.45832  0.07
C -0.80476 -3.94801 2.48322  -0.03
C 0.62675 -4.06119 2.06158  -0.32
C 1.75478 -3.39685 2.58487  -0.04
C 2.78114 -3.80546 1.76462  -0.70
Cl 4.44407 -3.41791 1.79540  0.75
N 2.27697 -4.64769 0.84917  -0.19
C 2.98269 -5.33678 -0.21236  -0.02
N 0.95291 -4.80752 1.01399  0.14
C 3.97667 -0.96126 -1.26175  -0.16
C 4.97216 -1.88202 -1.95766  -0.44
S 4.45163 -1.97482 -3.70722  0.87
C 2.89151 -1.08691 -3.41413  -0.39
H 0.80877 -3.94676 -1.68407  0.08
H 0.39618 -2.43871 -2.51791  0.10
H 1.61836 -3.53794 -3.21717  0.09
H 0.89760 -1.56244 -0.21351  0.12
H 0.21837 0.69581 1.09001  0.14
H -0.53641 1.00522 -0.47091  0.13
H -1.88425 -1.05263 -0.27551  0.16
H -3.20498 -0.53405 1.72072  0.12
H -1.90304 0.51706 2.33099  0.13
H -3.66404 1.55061 0.97673  0.09
H 0.08117 -1.71149 1.74462  0.12
H -0.87271 -3.72889 3.55122  0.13
H -1.32803 -4.88436 2.30294  0.13
H 1.82728 -2.74825 3.44135  0.11
H 3.80512 -5.91931 0.19936  0.09
H 2.26611 -6.00064 -0.68565  0.09
H 3.36098 -4.61840 -0.93815  0.07
H 4.24145 0.08570 -1.41467  0.13
H 3.92719 -1.15726 -0.18906  0.11
H 5.98844 -1.49831 -1.89789  0.07
H 4.94945 -2.88141 -1.52645  0.05
H 2.10141 -1.51829 -4.02518  0.08
H 2.98025 -0.03262 -3.66364  0.09

Summary:
Multiplicity ... 1
E_LUMO ... 0.49 eV
Gap between HOMO and LUMO ... 9.111 eV
HOMO energy ... -8.62 eV

Entry from the OMol25 dataset: a cluster of 3 separate species, C2H11N2O2 in total (ωB97M-V with the def2-TZVPD basis set).

Each line ends with the Löwdin charge.
Cartesian coordinates (Å):
C 0.63785 0.35618 -3.28171  -0.15
N 0.37431 0.19957 -1.89427  -0.12
C -0.16825 1.19072 -1.10737  -0.32
N -0.55428 1.01072 0.18619  0.01
H 0.06160 1.15764 -3.73827  0.07
H 1.66868 0.67916 -3.42558  0.06
H 0.46577 -0.49766 -3.98222  0.08
H 0.79191 -0.59950 -1.44859  0.11
H -0.85921 1.82415 -1.73162  0.10
H 0.15354 0.71268 0.84951  0.04
H -1.46758 1.29853 0.47202  0.07
H -1.41417 -2.30219 4.65932  0.05
H -1.30025 -0.72888 4.56751  0.04
O -1.48877 -1.53191 4.07379  -0.06
H 1.76718 -0.62839 1.93959  0.05
H 0.42227 -1.27625 2.29178  0.03
O 0.90939 -0.86456 1.56990  -0.06

Summary:
Multiplicity ... 2
E_LUMO (spin up / spin down) ... 0.47 / 0.46 eV
Gap between HOMO and LUMO (spin up / spin down) ... 5.062 / 8.523 eV
HOMO energy (spin up / spin down) ... -4.60 / -8.06 eV
Expectation value of S² ... 0.75

Entry from the OMol25 dataset: a cluster of 2 separate species, C4H14N6 in total (ωB97M-V with the def2-TZVPD basis set).

Each line ends with the Löwdin charge.
Cartesian coordinates (Å):
C -0.21174 -0.32188 -1.37287  -0.38
C -1.38448 -0.28051 0.78704  -0.34
C 0.88442 0.64885 0.60312  -0.33
C -2.77045 0.17981 1.20050  0.00
N -1.32547 -0.50558 -0.66439  0.17
N -0.39226 0.68816 1.18831  0.08
N 0.81101 0.29064 -0.77081  0.16
N -0.14521 -0.66075 -2.64971  0.24
N 1.83813 -0.34964 1.27300  0.23
N 2.80766 -0.19374 -1.20320  0.25
H -1.15390 -1.24474 1.27352  0.16
H 1.38559 1.62264 0.69281  0.18
H -2.81625 0.28890 2.28195  0.11
H -3.52262 -0.54697 0.90291  0.10
H -3.01313 1.13704 0.74683  0.10
H -2.18560 -0.77104 -1.13015  0.18
H -0.76317 1.61150 1.38353  0.16
H -0.94741 -1.04378 -3.13002  0.15
H 0.64213 -0.40244 -3.22591  0.14
H 2.58090 -0.48456 0.51495  0.11
H 2.25844 0.02158 2.13559  0.18
H 3.10709 0.68622 -1.62005  0.08
H 2.72875 -0.89962 -1.93220  0.07
H 1.39758 -1.24972 1.49234  0.17

Summary:
Multiplicity ... 1
E_LUMO (spin up / spin down) ... -10.38 / -10.28 eV
Net charge ... +2
Gap between HOMO and LUMO (spin up / spin down) ... 7.879 / 7.996 eV
HOMO energy (spin up / spin down) ... -18.26 / -18.27 eV

Entry from the OMol25 dataset: a structure of composition C5H7Br3O3 (ωB97M-V with the def2-TZVPD basis set).

Each line ends with the Löwdin charge.
Cartesian coordinates (Å):
C 0.80304 0.88327 -2.39956  -0.02
C 0.09905 0.20749 -1.24446  -0.37
C 0.80199 -1.13487 -0.97705  -0.08
O 0.53711 -1.21966 0.42004  0.00
C 0.61897 -0.00511 0.98253  -0.48
O 0.65266 0.20828 2.22110  0.09
O 0.34713 0.90554 -0.02502  0.05
H 0.84438 1.95894 -2.22829  0.09
H 0.43037 0.59037 -3.38110  0.09
H 1.85263 0.58934 -2.39063  0.08
H -0.94949 0.00502 -1.46278  0.11
H 1.87685 -1.14484 -1.15780  0.13
H 0.42367 -1.96149 -1.57842  0.15
C -1.55180 0.00443 2.59916  -1.42
Br -2.21467 1.81384 3.17549  0.52
Br -2.24159 -0.42651 0.83944  0.76
Br -1.86578 -1.32221 4.07143  0.52
H -0.46452 0.04817 2.53591  -0.23

Summary:
Multiplicity ... 1
E_LUMO ... 0.10 eV
Gap between HOMO and LUMO ... 9.327 eV
HOMO energy ... -9.23 eV

Calculated values (kcal/mol) of ΔE to the lowest compared entry with this formula, charge and spin for the records, taken in order: 3.59, 0.00, 8.23, 15.18, 37.18, 67.39.
Calculated values (eV) of total energy for the records, taken in order: -30922.11488, -61622.76797, -53437.13479, -9325.28908, -13297.29869, -221565.47646.